A molecular structure, C31H43BCl3N6O4RuS3 in a non-equilibrium geometry, computed with ωB97M-V with the def2-TZVPD basis set.

```
92
Properties=species:S:1:pos:R:3:forces:R:3:lowdin_spin:R:1
H -2.033 1.100 4.261 -0.051 -0.055 0.034 -0.0018
C -4.647 0.007 -0.644 0.500 -0.213 0.117 0.0002
C -5.672 -1.966 0.223 0.386 0.206 -0.034 0.0010
C 2.034 -1.985 3.654 0.093 0.444 0.486 -0.0016
H -2.586 1.345 1.815 -0.066 0.082 -0.088 0.0000
H 3.162 -5.579 2.447 -0.013 -0.128 -0.009 0.0000
H 1.434 2.845 -4.286 0.129 0.040 -0.121 0.0001
C -0.703 -1.460 -3.505 0.491 -1.828 0.298 -0.0010
H -4.331 -3.411 1.087 -0.074 -0.118 0.053 0.0002
Cl -7.086 -2.905 0.514 -0.348 -0.229 0.114 0.0003
C 2.315 -1.316 1.577 0.591 0.031 0.135 -0.0020
C 3.187 -4.513 2.652 -0.184 0.073 -0.033 -0.0001
H -1.356 0.018 -2.373 0.079 -0.059 -0.149 0.0000
O -2.288 0.200 -0.664 2.386 0.483 -0.012 -0.0023
C 1.511 2.611 -3.226 -0.018 -0.157 0.032 -0.0006
H -3.353 2.212 4.624 -0.152 0.020 0.021 0.0000
H 4.903 3.204 -3.327 0.121 -0.013 0.017 0.0000
N 1.484 2.082 2.501 -0.525 0.231 0.324 -0.0053
O -0.519 -0.250 -2.804 -0.172 0.785 0.814 0.0219
S -0.466 0.195 2.427 -0.159 -1.171 -1.753 -0.0597
H -2.397 2.899 1.015 -0.003 0.067 -0.121 0.0000
Cl -4.787 1.562 -1.377 -0.008 0.237 -0.147 0.0002
B 2.727 1.253 2.115 -0.356 -0.306 -0.274 -0.0011
H 4.378 0.732 -3.589 0.125 -0.001 -0.016 0.0000
C 1.586 3.427 2.708 -0.096 0.299 0.106 -0.0039
C 0.651 -4.350 2.671 0.170 0.108 -0.073 -0.0002
H 1.182 -1.156 -4.499 0.088 0.028 -0.013 0.0000
H -6.755 -0.327 -0.640 -0.061 0.022 -0.067 0.0000
C 0.164 -1.436 -4.761 -0.371 0.127 0.249 0.0003
C -2.735 2.414 1.928 0.048 -0.114 0.007 -0.0002
H -0.181 -3.717 2.370 -0.039 -0.017 0.022 0.0000
H 1.892 -5.226 0.422 -0.053 -0.123 0.118 0.0000
H -3.445 4.464 3.538 -0.052 -0.069 -0.014 0.0000
H 5.346 1.803 -1.698 0.113 0.067 -0.121 -0.0003
C 2.383 1.836 -0.439 0.382 0.155 0.258 -0.0004
H 1.180 3.475 -2.657 -0.053 0.083 -0.028 -0.0008
H 2.530 3.927 2.657 0.208 0.156 0.009 -0.0003
H -2.765 -1.674 -2.889 -0.058 0.015 0.071 0.0000
H -1.731 2.535 5.249 0.028 0.061 0.112 0.0000
H 4.084 -4.093 2.200 0.096 -0.014 -0.005 0.0000
H 1.841 -2.653 4.467 -0.030 -0.084 0.104 -0.0001
O 0.004 -2.442 -1.416 0.616 0.998 2.845 0.0296
C 2.963 2.260 -2.920 -0.199 0.191 -0.881 -0.0005
H 3.236 -4.366 3.729 0.037 -0.015 0.100 0.0000
C 0.353 3.918 2.960 0.465 0.288 -0.053 -0.0037
H 5.214 1.295 0.969 0.171 -0.063 0.126 -0.0003
H 3.073 1.096 -4.727 0.004 -0.026 -0.114 0.0000
N 3.215 2.003 -1.495 -0.079 -0.297 0.944 -0.0071
Cl -1.771 -2.318 0.804 0.612 -0.297 0.295 0.0243
H -2.265 -2.759 -4.186 0.022 -0.014 -0.043 0.0002
H 3.671 4.291 -2.675 -0.010 0.073 0.017 0.0000
C -0.215 -2.718 -2.605 -0.854 1.897 -2.649 0.0023
N 3.124 1.558 0.657 0.150 0.459 -0.507 -0.0054
C 3.844 3.447 -3.341 -0.071 -0.171 0.103 -0.0003
S 2.502 -1.246 -0.113 -1.835 0.617 -0.615 -0.0409
H 3.632 1.584 2.820 0.194 0.186 0.102 0.0000
N 2.464 -0.242 2.380 0.171 -0.566 0.158 -0.0037
O -0.146 -3.781 -3.188 0.174 -0.906 0.171 0.0053
C -3.305 -1.712 0.323 -0.588 0.859 -0.430 0.0022
C 3.322 0.977 -3.676 -0.049 0.118 0.155 -0.0005
C -2.292 2.146 4.401 0.066 0.072 -0.088 -0.0022
H -0.236 -0.716 -5.476 0.042 0.058 -0.084 0.0000
H 2.317 0.024 4.491 0.005 0.119 0.198 -0.0001
H 1.052 -3.717 0.060 0.114 0.001 -0.137 -0.0002
C -3.334 -0.458 -0.346 -0.887 -0.934 0.449 -0.0008
C -2.170 -1.747 -3.801 0.154 0.281 -0.089 0.0000
C -4.431 -2.456 0.598 -0.165 -0.004 -0.076 0.0008
C -5.786 -0.724 -0.385 0.118 -0.185 0.172 -0.0002
C 4.433 1.513 0.271 0.158 0.059 -0.212 -0.0050
C 4.495 1.777 -1.050 0.327 -0.095 0.324 -0.0049
H 3.587 3.753 -4.352 -0.032 -0.038 -0.086 0.0000
S 0.686 2.006 -0.423 -1.327 -1.864 0.123 -0.0477
C -2.374 4.414 3.359 0.195 -0.181 -0.002 0.0000
C 2.275 -0.659 3.669 0.107 -0.427 0.279 -0.0007
H -3.800 2.592 2.046 -0.126 0.126 0.059 0.0000
H 0.455 -5.357 2.315 -0.001 -0.128 -0.005 0.0000
H 0.177 -2.431 -5.198 -0.009 0.013 -0.041 0.0003
Ru -0.051 -0.443 -0.173 -0.533 0.422 -0.690 1.1279
C 0.182 1.756 2.603 0.260 0.032 0.082 -0.0001
N 2.070 -2.407 2.347 -0.039 1.007 -0.002 -0.0027
H -1.872 4.836 4.228 0.027 0.104 0.086 0.0000
H 2.821 -3.777 0.055 -0.082 -0.125 -0.047 -0.0004
C 1.952 -3.840 2.040 0.127 -0.842 -0.233 -0.0002
H -2.150 5.012 2.479 -0.003 0.114 -0.065 0.0000
C -1.976 2.954 3.140 -0.912 -0.085 0.157 -0.0005
H 2.745 0.148 -3.267 -0.063 -0.046 -0.048 0.0000
H 0.698 -4.375 3.756 -0.019 -0.011 0.122 0.0000
H -2.560 -1.045 -4.537 -0.112 0.106 -0.051 -0.0001
H 0.849 1.774 -3.020 -0.028 0.057 -0.085 0.0000
C 1.926 -4.146 0.548 -0.070 0.079 0.045 -0.0004
N -0.529 2.872 2.901 0.787 -0.284 -0.278 -0.0068
H 0.062 4.925 3.162 -0.105 0.149 0.070 -0.0002
```
Forces are in eV/Å.

⟨S²⟩: 0.856
2S+1: 2
Kohn-Sham gap (alpha / beta), eV: 5.55 / 6.51